Formula: C8H13N2S
Source: the OMol25 dataset
Level of theory: ωB97M-V/def2-TZVPD

```
! RIJCOSX wB97M-V def2-TZVPD def2/J DEFGRID3
* xyz 1 1
C 0.45675 -3.24229 -0.18241
C -0.44305 -2.16822 -0.10880
C 1.73489 -2.84418 -0.43903
C 0.15705 -0.94961 -0.33975
C 0.35555 1.53903 1.03991
C -0.04718 1.15494 -1.67148
C -1.94229 0.42369 -0.16150
C -0.48369 0.33346 -0.49205
N 0.67380 2.78256 0.84968
N 0.48718 0.91110 2.17369
S 1.86926 -1.15193 -0.62505
H 0.16915 -4.27223 -0.07447
H -1.50192 -2.28610 0.04401
H 2.61178 -3.45445 -0.53656
H -0.49629 2.14467 -1.65333
H -0.38588 0.66695 -2.58519
H 1.03617 1.23433 -1.72708
H -2.28660 1.45361 -0.18319
H -2.17438 -0.01051 0.80718
H -2.50816 -0.12314 -0.91907
H 0.56817 3.21116 -0.05646
H 1.05930 3.36084 1.58972
H 0.21642 -0.05907 2.24477
H 0.87398 1.34538 3.00645
*
```

For the total energy, the calculation gives -820.07693 Ha. The HOMO energy comes out at -0.4551 hartree. For the LUMO energy, the calculation gives -3.548 eV. The value obtained for the HOMO-LUMO gap is 8.8 eV.